(1)
DFT (ωB97M-V/def2-TZVPD) results for a 5-piece molecular cluster, C3H17O5 overall at a distorted geometry.

Geometry as XYZ:
```
25
Properties=species:S:1:pos:R:3:forces:R:3
O -1.470 -0.405 1.142 1.9 0.4 -1.0
H -1.871 0.441 1.356 -1.1 1.9 -0.1
H -1.317 -0.848 1.980 0.6 -1.6 1.8
H -2.034 -0.879 0.527 -1.4 -0.7 -0.8
O -3.080 1.545 1.508 0.2 -0.3 -0.3
H -3.703 2.181 1.155 -0.3 0.4 -0.5
H -3.045 1.737 2.445 0.1 0.1 1.0
O -3.172 -1.405 -0.615 0.4 -0.1 0.2
H -4.026 -1.310 -1.037 -0.5 0.2 0.1
H -2.653 -1.916 -1.235 0.3 -0.3 -0.4
O -0.763 -1.828 3.185 -0.4 -0.1 -0.5
H 0.133 -2.150 3.286 0.7 -0.2 -0.1
H -1.011 -1.533 4.061 -0.4 0.3 0.6
C 3.515 0.217 -0.947 -0.7 0.8 -0.5
C 2.327 0.719 -1.823 2.4 -0.9 -1.9
C 1.051 0.077 -1.472 -1.9 0.5 0.8
O 2.271 2.127 -1.853 -1.0 0.9 1.2
H 3.228 0.263 0.104 0.2 0.2 0.1
H 4.307 0.923 -1.197 0.3 -0.1 0.5
H 3.874 -0.790 -1.160 -0.3 0.0 -0.2
H 2.589 0.489 -2.856 0.0 -0.7 -0.2
H 0.850 0.372 -0.442 -0.2 -0.5 0.3
H 0.973 -1.002 -1.606 0.7 0.0 0.3
H 0.174 0.446 -2.004 0.2 0.4 -0.4
H 2.853 2.528 -2.502 0.1 -0.5 0.0
```
Forces are in eV/Å.

Multiplicity ... 2
Electronic energy ... -13620.231 eV
Expectation value of S² ... 0.750
LUMO level (alpha / beta) ... 0.5 / 0.2 eV

(2)
DFT (ωB97M-V/def2-TZVPD) results for C3H17O6Y as an isolated structure at a distorted geometry.

Geometry as XYZ:
```
27
Properties=species:S:1:pos:R:3:forces:R:3
Y -1.963 -13.178 -8.912 0.4 4.4 2.9
O -1.614 -11.305 -7.899 -0.7 -4.2 -3.0
H -1.348 -10.368 -7.847 0.0 0.0 -0.1
O 0.244 -11.509 -5.794 0.1 -0.2 -0.5
H 0.840 -10.788 -6.065 0.1 0.0 0.4
H -0.435 -11.528 -6.473 0.1 0.2 0.4
O 1.412 -9.028 -6.811 -0.4 -0.4 -0.4
H 2.085 -8.412 -7.129 0.0 0.0 0.2
H 0.955 -9.316 -7.619 0.4 0.5 0.1
O -4.202 -10.451 -7.052 0.1 -0.3 -0.1
H -3.254 -10.445 -7.199 -0.1 0.3 0.2
H -4.316 -10.053 -6.178 -0.2 -0.1 -0.1
O 0.132 -9.377 -9.522 0.3 -0.8 0.0
H 0.886 -9.274 -10.126 -0.1 0.2 0.1
H -0.190 -10.274 -9.668 0.2 0.3 -0.2
C -2.290 -6.842 -7.651 -1.0 -0.6 0.1
C -1.287 -6.108 -8.508 -0.3 0.4 -0.7
C -0.064 -5.691 -7.732 -0.2 -0.7 1.6
O -0.971 -6.871 -9.682 0.1 -0.3 0.4
H -1.887 -7.794 -7.276 0.1 0.1 0.1
H -3.204 -7.071 -8.208 0.3 -0.1 -0.4
H -2.717 -6.293 -6.810 0.7 0.2 0.2
H -1.803 -5.220 -8.880 0.2 0.0 -0.2
H -0.423 -5.062 -6.912 0.3 0.6 -0.4
H 0.784 -5.277 -8.268 -0.3 0.3 -0.2
H 0.287 -6.536 -7.126 0.2 -0.3 -0.4
H -0.624 -7.739 -9.405 -0.3 0.7 -0.1
```
Forces are in eV/Å.

Electronic energy ... -16693.251 eV
Net charge ... +2
LUMO level ... -12.6 eV